[1]
2 unconnected molecules or ions with the total composition C9H14OS at a distorted geometry, computed with ωB97M-V/def2-TZVPD.

XYZ file:
```
25
Properties=species:S:1:pos:R:3:nbo_charge:R:1
C -0.641 -1.760 -2.542 -0.631
C 0.217 -1.059 -1.515 -0.078
C 1.056 0.024 -1.887 -0.190
C 2.137 0.354 -1.129 -0.262
C 2.192 -0.160 0.170 0.300
O 3.286 0.151 0.949 -0.685
C 1.152 -0.880 0.751 -0.273
C 0.265 -1.466 -0.206 -0.179
H -0.050 -2.578 -2.956 0.223
H -1.150 -1.083 -3.246 0.220
H -1.526 -2.174 -2.073 0.212
H 1.023 0.459 -2.896 0.210
H 2.967 1.001 -1.397 0.230
H 3.147 -0.038 1.879 0.479
H 1.045 -0.985 1.808 0.211
H -0.245 -2.384 0.116 0.207
C -2.475 0.394 2.432 -0.758
S -1.515 1.327 1.257 0.152
C -2.431 1.384 -0.374 -0.715
H -3.037 -0.395 1.931 0.218
H -1.795 -0.131 3.095 0.227
H -3.209 0.993 2.999 0.213
H -1.696 1.100 -1.131 0.228
H -2.666 2.454 -0.443 0.222
H -3.314 0.755 -0.424 0.220
```

Properties
Energy relative to the best compared isomer or geometry (same formula, charge and spin) in kcal/mol: 22.5
Molecular weight in g/mol: 170.28
DFT total energy in Ha: -824.7162
Frontier orbital gap in eV: 8.834
Largest force on an atom in Eh/bohr: 0.0593
E_HOMO in eV: -8.05


[2]
2 unconnected molecules or ions with the total composition C9H14S at a distorted geometry, computed with ωB97M-V/def2-TZVPD.

XYZ file:
```
24
Properties=species:S:1:pos:R:3:nbo_charge:R:1
C 1.188 1.737 -1.512 -0.637
C 1.134 1.286 0.000 -0.012
C -0.009 1.646 0.532 -0.247
C -0.242 1.385 1.916 -0.185
C 0.872 0.905 2.664 -0.241
C 2.066 0.588 2.054 -0.198
C 2.260 0.777 0.665 -0.229
H 0.285 1.921 -1.959 0.213
H 1.777 0.936 -2.074 0.208
H 1.990 2.475 -1.520 0.229
H -0.683 2.384 -0.143 0.219
H -1.329 1.319 2.268 0.224
H 0.631 0.750 3.759 0.224
H 2.886 0.160 2.487 0.211
H 3.094 0.283 0.155 0.222
C -2.612 -1.586 -1.992 -0.766
S -1.401 -2.477 -1.108 0.188
C -0.688 -0.868 -0.530 -0.702
H -3.595 -1.918 -1.543 0.227
H -2.557 -0.582 -1.782 0.205
H -2.521 -1.649 -3.227 0.215
H -0.095 -0.442 -1.318 0.205
H 0.068 -1.113 0.168 0.224
H -1.357 -0.122 -0.333 0.203
```

Properties
Energy relative to the best compared isomer or geometry (same formula, charge and spin) in kcal/mol: 71.1
Molecular weight in g/mol: 154.28
DFT total energy in Ha: -749.3997
Frontier orbital gap in eV: 9.054
Largest force on an atom in Eh/bohr: 0.1244
E_HOMO in eV: -8.27


[3]
A molecular structure, C9H15AsHgNS4 at a distorted geometry, computed with ωB97M-V/def2-TZVPD.

XYZ file:
```
31
Properties=species:S:1:pos:R:3:nbo_charge:R:1
Hg -1.025 -0.244 -1.845 -0.004
C -0.474 -2.834 2.028 -0.630
C -0.192 -1.360 2.065 0.017
C -1.239 -0.457 2.186 -0.253
C -1.012 0.911 2.142 0.112
C -2.153 1.882 2.240 -0.647
C 0.289 1.367 2.003 -0.262
C 1.358 0.485 1.935 0.003
C 2.755 1.020 1.854 -0.622
C 1.105 -0.877 1.958 -0.229
H -0.682 -3.232 3.024 0.198
H 0.374 -3.373 1.617 0.212
H -1.342 -3.025 1.402 0.228
H -2.252 -0.828 2.284 0.196
H -2.471 2.018 3.277 0.198
H -3.003 1.514 1.672 0.224
H -1.861 2.851 1.846 0.213
H 0.475 2.430 1.934 0.195
H 3.144 1.208 2.856 0.198
H 2.763 1.958 1.306 0.217
H 3.416 0.318 1.358 0.218
H 1.928 -1.572 1.878 0.195
S -3.984 0.023 -5.507 -0.652
As -1.856 0.002 -5.729 0.934
S -1.016 1.710 -4.725 -0.867
S -1.070 -1.829 -4.920 -0.857
S -1.304 0.104 -7.795 -0.534
N 2.575 -0.041 -2.897 -1.101
H 2.067 0.841 -2.920 0.372
H 1.874 -0.743 -2.656 0.372
H 2.814 -0.229 -3.868 0.356
```

Properties
Energy relative to the best compared isomer or geometry (same formula, charge and spin) in kcal/mol: 13.7
Molecular weight in g/mol: 541.01
DFT total energy in Ha: -4388.7132
Charge: -2
Frontier orbital gap (alpha / beta) in eV: 5.073 / 4.658
Largest force on an atom in Eh/bohr: 0.0282
E_HOMO (alpha / beta) in eV: -0.70 / -0.57
Spin multiplicity: 2


[4]
A molecular structure, C9H15BeBrF5NO4SSi at a distorted geometry, computed with ωB97M-V/def2-TZVPD.

XYZ file:
```
38
Properties=species:S:1:pos:R:3:nbo_charge:R:1
C -2.614 -2.130 -2.148 -0.641
C -1.234 -2.199 -1.491 -0.257
Br -0.809 -4.039 -1.011 0.128
C -0.121 -1.626 -2.419 -0.104
O 0.946 -1.150 -1.571 -0.546
C 0.750 0.171 -1.299 0.902
O 1.037 1.058 -2.029 -0.460
N 0.092 0.245 -0.045 -1.128
Si 1.062 -0.342 1.327 1.875
C -0.011 -1.828 2.097 -1.224
C 1.346 0.875 2.708 -1.143
C 2.690 -1.118 0.881 -1.148
S -0.777 1.663 0.245 2.209
O -1.760 1.768 -0.775 -0.883
O -1.396 1.506 1.526 -0.912
C 0.256 3.218 0.162 0.412
F 0.077 3.811 1.343 -0.281
F 1.555 2.990 0.043 -0.281
C -0.274 4.245 -0.900 0.937
F -1.476 4.661 -0.567 -0.275
F -0.247 3.756 -2.123 -0.280
F 0.573 5.267 -0.841 -0.282
H -2.799 -3.024 -2.734 0.246
H -2.728 -1.236 -2.754 0.258
H -3.370 -2.109 -1.362 0.216
H -1.210 -1.564 -0.611 0.204
H -0.526 -0.847 -3.061 0.239
H 0.281 -2.412 -3.051 0.235
H 0.282 -2.078 3.122 0.308
H -0.061 -2.692 1.394 0.263
H -1.064 -1.345 2.150 0.158
H 0.633 0.735 3.519 0.268
H 1.363 1.918 2.407 0.292
H 2.335 0.646 3.109 0.279
H 3.059 -1.638 1.768 0.274
H 2.583 -1.892 0.124 0.278
H 3.435 -0.379 0.588 0.305
Be -1.877 -2.887 2.279 1.558
```

Properties
Molecular weight in g/mol: 445.28
DFT total energy in Ha: -4482.6213
Charge: +2
Frontier orbital gap in eV: 4.391
Largest force on an atom in Eh/bohr: 0.0728
E_HOMO in eV: -17.29


largest force on an atom of number 2 (C9H14S)?
0.1244 Eh/bohr